Entry 1:
Density functional theory data (ωB97M-V/def2-TZVPD) for a gas-phase ion, C3H9NS (charge -1) at a distorted geometry.

Last columns: bonded neighbours and bond lengths (Å).
CARTESIAN COORDINATES (ANGSTROEM)
1 C -1.0294 -1.5610 1.0868  N2 1.486, H6 1.104, H7 1.095, H8 1.103
2 N -0.7338 -0.1180 0.8883  C1 1.486, C3 1.430, H9 1.005
3 C 0.4075 0.2020 0.0882  N2 1.430, C4 1.529, H10 1.084, H11 1.100
4 C 0.1682 1.0839 -1.1380  C3 1.529, S5 1.881, H12 1.087, H13 1.104
5 S 1.7097 0.8785 -2.1955  C4 1.881, H14 1.468
6 H -1.3372 -1.8406 2.1091  C1 1.104
7 H -1.8421 -1.8909 0.4320  C1 1.095
8 H -0.1715 -2.1814 0.7775  C1 1.103
9 H -0.8372 0.2856 1.8034  N2 1.005
10 H 0.9717 -0.6386 -0.2983  C3 1.084
11 H 1.2197 0.6152 0.7037  C3 1.100
12 H 0.0817 2.1347 -0.8724  C4 1.087
13 H -0.7701 0.8392 -1.6649  C4 1.104
14 H 2.1629 2.1914 -1.7199  S5 1.468

Summary:
E_HOMO (alpha / beta), eV: 1.02 / -4.41
Expectation value of S²: 0.751
Charge: -1
2S+1: 2
Gap between HOMO and LUMO (alpha / beta), eV: 2.593 / 7.907

Entry 2:
Density functional theory data (ωB97M-V/def2-TZVPD) for C3H9NS in the gas phase at a distorted geometry.

Last columns: bonded neighbours and bond lengths (Å).
CARTESIAN COORDINATES (ANGSTROEM)
1 C 0.1310 -0.2884 -2.2762  N2 1.469, H6 1.086, H7 1.083, H8 1.091
2 N -0.8272 -0.8448 -1.3116  C1 1.469, C3 1.430, H9 1.000
3 C -0.8906 -0.3143 0.0145  N2 1.430, S4 1.866, H10 1.094, H11 1.097
4 S 0.7186 0.4380 0.5849  C3 1.866, C5 1.826
5 C 0.2501 0.5899 2.3430  S4 1.826, H12 1.085, H13 1.102, H14 1.089
6 H 0.0388 0.7927 -2.2288  C1 1.086
7 H -0.1469 -0.6311 -3.2657  C1 1.083
8 H 1.1091 -0.7131 -2.0438  C1 1.091
9 H -1.0689 -1.8153 -1.3184  N2 1.000
10 H -1.6309 0.4291 0.3256  C3 1.094
11 H -0.9378 -1.1856 0.6792  C3 1.097
12 H 0.1267 -0.4108 2.7448  C5 1.085
13 H 1.0735 1.0533 2.9109  C5 1.102
14 H -0.5957 1.2058 2.6437  C5 1.089

Summary:
E_HOMO, eV: -8.27
Structure (SMILES): CNCSC
Gap between HOMO and LUMO, eV: 9.337

Energy above the lowest of the compared OMol25 structures with the same formula, charge and spin list, top to bottom, in kcal/mol: 45.4; 24.4
E list, top to bottom, in a.u.: -572.55732; -572.60120